1.
ORCA calculation (wB97M-V/def2-TZVPD) on a cluster of 3 separate species, C16H35ClO9 in total in a non-equilibrium geometry.

Cartesian coordinates (Å):
O1 -1.32814 1.16056 4.13712
C1 -1.99986 2.15878 4.29656
C2 -3.50412 2.20645 4.22089
C3 -4.00459 3.41366 3.42526
O2 -4.45350 4.49855 4.21636
O3 -1.44944 3.38009 4.59262
C4 -0.41166 3.76318 3.70845
Cl1 -0.11370 5.48370 3.96821
H1 -3.87031 2.28085 5.24429
H2 -3.85713 1.27255 3.80434
H3 -4.85162 3.09895 2.82251
H4 -3.22600 3.79169 2.76526
H5 -4.17773 4.37925 5.12224
H6 0.49862 3.22567 3.93756
H7 -0.69286 3.63687 2.66877
C5 -1.14255 -0.35263 0.76308
O4 -1.93289 0.36772 -0.16051
C6 -2.64945 1.44561 0.40434
C7 -2.64548 2.66491 -0.48876
O5 -1.39518 3.32803 -0.57637
C8 -0.34126 2.72799 -1.31417
C9 -0.52683 2.72591 -2.81486
O6 -1.51385 1.79601 -3.22370
C10 -2.31944 2.24210 -4.29191
H8 -1.75758 -1.02350 1.37129
H9 -0.43630 -0.94576 0.18545
H10 -0.57774 0.31872 1.41822
H11 -2.23198 1.72246 1.38074
H12 -3.69000 1.12452 0.55404
H13 -3.31297 3.39855 -0.02784
H14 -3.05487 2.43723 -1.47414
H15 -0.11494 1.72564 -0.94623
H16 0.52856 3.35494 -1.10419
H17 0.42870 2.44817 -3.27919
H18 -0.78681 3.73820 -3.14358
H19 -2.65969 3.27124 -4.13442
H20 -3.19287 1.59311 -4.33710
H21 -1.78458 2.18030 -5.24602
C11 5.97438 -5.28543 -0.80670
O7 4.78424 -5.01468 -1.51247
C12 3.72509 -5.91204 -1.22964
C13 2.39060 -5.20586 -1.13816
O8 2.22058 -4.38661 0.00591
C14 2.91498 -3.15341 0.08150
C15 2.41028 -2.07498 -0.85132
O9 2.75376 -2.33415 -2.20002
C16 1.74518 -1.98834 -3.12436
H22 6.50631 -6.14063 -1.23800
H23 6.60866 -4.40343 -0.88197
H24 5.77589 -5.47980 0.25271
H25 3.91099 -6.45059 -0.29417
H26 3.66666 -6.64707 -2.04337
H27 1.63044 -5.98398 -1.03340
H28 2.16712 -4.66250 -2.05772
H29 3.99204 -3.29201 -0.02657
H30 2.73485 -2.80005 1.09984
H31 2.86253 -1.11780 -0.55814
H32 1.32399 -1.99002 -0.74069
H33 0.76180 -2.34166 -2.79644
H34 1.98790 -2.47065 -4.07025
H35 1.70381 -0.90459 -3.28121

As for the SMILES: O=C(CCO)OCCl.COCCOCCOC.COCCOCCOC. The calculation puts the molar mass at 406.900 Da. The calculation puts the HOMO energy at -9.13 eV. The value obtained for the lowest unoccupied orbital energy is 0.0239 Ha. The HOMO-LUMO gap is 9.8 eV.

=====

2.
ORCA calculation (wB97M-V/def2-TZVPD) on a structure of composition C3H7NO3 in a non-equilibrium geometry.

Cartesian coordinates (Å):
O1 -2.03415 1.16115 -1.21592
C1 -1.41584 0.66300 -0.01599
O2 -1.46140 0.68031 1.27058
C2 -0.19972 -0.30006 -0.30339
C3 1.00975 0.50820 -0.13865
O3 2.25775 -0.26796 -0.27842
N1 -0.41085 -1.49195 0.58475
H1 -2.30860 0.11421 -0.48944
H2 -0.22044 -0.74451 -1.36742
H3 1.02781 1.38308 -0.89008
H4 1.01875 1.16483 0.77351
H5 3.10739 0.32691 -0.11115
H6 -0.79102 -1.11878 1.45085
H7 0.42057 -2.07842 0.73077

The calculation puts the molar mass at 105.093 Da. The calculation puts the HOMO energy at -9.58 eV. The value obtained for the lowest unoccupied orbital energy is -0.0595 Ha. The HOMO-LUMO gap is 8.0 eV.

=====

3.
ORCA calculation (wB97M-V/def2-TZVPD) on an isolated molecule of C2H5OPS in a non-equilibrium geometry.

Cartesian coordinates (Å):
C1 1.61168 -0.01670 0.42232
S1 0.06535 -0.93304 0.29240
C2 -1.05903 0.39732 0.12551
O1 -0.70458 1.54171 0.39778
P1 -2.74603 -0.34268 0.12518
H1 2.35480 -0.63931 1.07659
H2 1.27714 1.06684 0.64703
H3 2.13245 0.15299 -0.49677
H4 -2.52367 -1.47168 -0.67020
H5 -3.34799 0.28116 -0.95013

As for the SMILES: CSC(=O)P. The calculation puts the molar mass at 108.102 Da. The calculation puts the HOMO energy at -9.35 eV. The value obtained for the lowest unoccupied orbital energy is 0.0173 Ha. The HOMO-LUMO gap is 9.8 eV.

=====

4.
ORCA calculation (wB97M-V/def2-TZVPD) on a cluster of 2 separate species, C6H10NS in total in a non-equilibrium geometry.

Cartesian coordinates (Å):
C1 2.51938 -0.98540 0.25335
C2 1.53364 -1.22287 -0.47743
C3 3.55623 -0.54946 0.97544
C4 -1.12211 -0.86846 -0.88274
C5 -0.92260 1.19969 0.12705
C6 -1.96718 0.59243 1.03843
N1 -1.23125 0.54396 -1.19674
S1 -2.27196 -1.14596 0.42353
H1 3.72056 -0.93668 1.89865
H2 4.32595 0.05526 0.53253
H3 -1.24281 -1.67194 -1.71330
H4 0.12755 1.08739 0.57324
H5 -0.92212 2.22077 -0.07746
H6 -1.67165 0.61400 2.01138
H7 -3.00139 0.95494 1.18042
H8 -0.57009 0.95303 -1.81115
H9 -2.05495 0.99329 -1.57937
H10 1.19479 -1.83399 -1.27582

Its total charge is +1. The calculation puts the molar mass at 128.220 Da. The calculation puts the HOMO energy (alpha / beta) at -11.86 / -12.43 eV. The value obtained for the lowest unoccupied orbital energy (alpha / beta) is -0.1806 / -0.1569 Ha. The HOMO-LUMO gap (alpha / beta) is 6.9 / 8.2 eV.

=====

5.
ORCA calculation (wB97M-V/def2-TZVPD) on an isolated molecule of C6H8.

Cartesian coordinates (Å):
C1 -1.82177 1.62930 -0.20272
C2 -0.54491 1.49238 0.02318
C3 0.72202 1.21315 0.16221
C4 1.25450 -0.08065 -0.44474
C5 0.82231 -1.21472 0.44465
C6 -0.21895 -2.00225 0.19682
H1 -2.56905 1.11788 0.40433
H2 -2.17057 2.26018 -1.01348
H3 1.36076 1.80495 0.81689
H4 0.83329 -0.22814 -1.44508
H5 2.34531 -0.04386 -0.54091
H6 1.34707 -1.30989 1.39297
H7 -0.78905 -1.91690 -0.72573
H8 -0.57095 -2.72143 0.93162

As for the SMILES: C=C=CCC=C. The calculation puts the molar mass at 80.130 Da. The calculation puts the HOMO energy at -9.24 eV. The value obtained for the lowest unoccupied orbital energy is 0.0426 Ha. The HOMO-LUMO gap is 10.4 eV.